A single C4H6N2O4 molecule, computed with ωB97M-V/def2-TZVPD.

Calculated values
* relative energy (zero: lowest compared OMol25 entry of this formula, charge and spin): 9.046 eV
* E_LUMO: -0.76 eV
* SMILES string: CC1[C@H]([N+](=O)[O-])[C@H]1[N+](=O)[O-]
* Kohn-Sham gap: 9.91 eV

The geometry in ORCA input format:
```
! wB97M-V def2-TZVPD RIJCOSX def2/J DEFGRID3
* xyz 0 1
C -0.919 0.670 0.024
C 0.230 -0.096 -0.646
C 0.340 -1.648 -0.468
N -0.569 -2.297 0.372
O -0.766 -2.018 1.521
O -1.069 -3.169 -0.294
C 1.388 -0.462 0.381
N 2.745 -0.575 0.019
O 2.906 -0.969 -1.115
O 3.590 0.009 0.679
H -1.845 0.137 0.121
H -1.100 1.506 -0.651
H -0.706 0.943 0.991
H 0.399 0.306 -1.590
H 0.857 -2.027 -1.338
H 1.108 -0.234 1.400
*
```